Entry 1:
2 unconnected molecules or ions with the total composition C4H12 in a non-equilibrium geometry. Source: the OMol25 dataset; level of theory: ωB97M-V with the def2-TZVPD basis set.

Structure (ORCA input):
```
! RIJCOSX wB97M-V def2-TZVPD def2/J DEFGRID3
* xyz 0 1
C 0.194 -2.783 0.252
C 0.617 -1.770 -0.806
H 0.278 -2.434 1.280
H -0.786 -3.179 -0.011
H 0.814 -3.691 0.267
H -0.084 -0.945 -0.865
H 0.599 -2.286 -1.767
H 1.635 -1.395 -0.720
C -0.143 2.845 0.789
C -0.616 1.784 -0.213
H -0.976 3.084 1.447
H 0.726 2.524 1.352
H 0.049 3.785 0.272
H 0.171 1.329 -0.807
H -1.419 2.169 -0.836
H -1.060 0.964 0.365
*
```

Relative energy (zero: lowest compared OMol25 entry of this formula, charge and spin) in kcal/mol: 4.2
E_HOMO in eV: -11.658
HOMO-LUMO gap in eV: 12.78
F_max in eV/Å: 1.056
LUMO energy in eV: 1.1

---

Entry 2:
A molecular structure, C4HLiO4V in a non-equilibrium geometry. Source: the OMol25 dataset; level of theory: ωB97M-V with the def2-TZVPD basis set.

Structure (ORCA input):
```
! RIJCOSX wB97M-V def2-TZVPD def2/J DEFGRID3
* xyz 2 4
O -1.879 -0.188 -1.852
C -2.242 -0.909 -2.644
C 1.343 0.837 -0.137
C 1.388 0.555 -1.326
H 1.438 0.646 -2.399
Li -1.075 1.174 -0.494
O 1.625 -0.190 0.771
C 0.515 -0.521 1.448
O 0.605 -1.147 2.511
O -0.497 0.220 1.203
V -1.221 -0.478 2.917
*
```

Relative energy (zero: lowest compared OMol25 entry of this formula, charge and spin) in kcal/mol: 0.0
E_HOMO (spin up / spin down) in eV: -18.570 / -18.644
HOMO-LUMO gap (spin up / spin down) in eV: 8.58 / 8.87
F_max in eV/Å: 5.336
LUMO energy (spin up / spin down) in eV: -10.0 / -9.8

---

Entry 3:
C17H18N4O4 in the gas phase in a non-equilibrium geometry. Source: the OMol25 dataset; level of theory: ωB97M-V with the def2-TZVPD basis set.

Structure (ORCA input):
```
! RIJCOSX wB97M-V def2-TZVPD def2/J DEFGRID3
* xyz 0 1
N 0.941 6.044 0.818
C 1.665 4.983 1.263
O 2.835 5.086 1.563
C 0.926 3.692 1.339
C -0.177 3.383 0.535
C -0.791 2.158 0.613
C -0.364 1.161 1.515
N -0.905 -0.083 1.506
C -2.177 -0.380 0.898
C -1.989 -1.030 -0.485
N -0.789 -1.833 -0.450
C -0.259 -2.363 -1.616
C -0.960 -2.317 -2.823
C -0.405 -2.812 -3.989
C 0.863 -3.373 -3.987
O 1.443 -3.883 -5.113
C 1.576 -3.414 -2.794
C 1.029 -2.910 -1.635
C -0.530 -2.397 0.851
C -0.140 -1.270 1.823
C 0.697 1.523 2.382
N 1.056 0.747 3.526
O 0.173 0.107 4.077
O 2.199 0.814 3.932
C 1.354 2.742 2.247
H -0.059 6.014 0.737
H 1.392 6.944 0.811
H -0.527 4.091 -0.203
H -1.597 1.945 -0.070
H -2.699 -1.073 1.566
H -2.787 0.519 0.825
H -1.862 -0.261 -1.253
H -2.888 -1.620 -0.727
H -1.955 -1.904 -2.866
H -0.973 -2.766 -4.910
H 0.839 -3.786 -5.859
H 2.568 -3.837 -2.796
H 1.624 -2.931 -0.735
H 0.276 -3.126 0.799
H -1.423 -2.924 1.220
H -0.314 -1.587 2.860
H 0.924 -1.040 1.707
H 2.188 2.962 2.897
*
```

Relative energy (zero: lowest compared OMol25 entry of this formula, charge and spin) in kcal/mol: 99.5
E_HOMO in eV: -7.580
HOMO-LUMO gap in eV: 7.33
F_max in eV/Å: 1.347
LUMO energy in eV: -0.2

---

Entry 4:
2 unconnected molecules or ions with the total composition C30H30N2O7 in a non-equilibrium geometry. Source: the OMol25 dataset; level of theory: ωB97M-V with the def2-TZVPD basis set.

Structure (ORCA input):
```
! RIJCOSX wB97M-V def2-TZVPD def2/J DEFGRID3
* xyz 0 1
C -4.096 4.495 1.037
O -4.907 3.358 1.200
C -4.227 2.147 1.089
C -2.839 2.021 0.903
C -2.245 0.790 0.871
C -2.999 -0.397 1.019
C -2.376 -1.668 1.110
C -1.070 -1.873 1.614
C -0.349 -3.124 1.646
C -0.576 -4.354 1.025
C 0.294 -5.387 1.276
C 1.376 -5.222 2.146
C 1.621 -4.018 2.762
C 0.757 -2.952 2.498
N 0.740 -1.620 2.947
C 1.589 -1.056 3.992
C -0.340 -0.979 2.405
C -4.402 -0.265 1.133
C -4.988 0.969 1.182
H -4.713 5.387 1.152
H -3.313 4.508 1.797
H -3.660 4.492 0.037
H -2.232 2.900 0.774
H -1.188 0.719 0.683
H -2.978 -2.542 0.926
H -1.410 -4.469 0.354
H 0.141 -6.338 0.792
H 2.028 -6.057 2.339
H 2.448 -3.895 3.439
H 2.343 -1.774 4.306
H 2.084 -0.156 3.630
H 0.978 -0.792 4.855
H -0.645 0.017 2.676
H -5.007 -1.152 1.215
H -6.052 1.070 1.306
C 4.152 -2.615 -0.443
C 2.882 -2.284 -1.198
O 2.564 -0.922 -1.058
C 1.504 -0.566 -1.850
C 0.982 0.798 -1.752
C 1.496 1.676 -0.702
O 1.149 2.847 -0.646
O 2.416 1.165 0.183
C 3.112 2.176 0.878
C 4.429 1.643 1.409
C 0.078 1.301 -2.749
C -0.504 2.583 -2.654
C -1.237 3.120 -3.678
C -1.434 2.403 -4.847
N -2.092 3.011 -5.993
O -2.144 2.370 -7.052
O -2.566 4.147 -5.873
C -0.935 1.117 -4.948
C -0.205 0.575 -3.927
O 1.012 -1.362 -2.637
H 4.438 -3.662 -0.543
H 4.979 -2.006 -0.804
H 4.038 -2.395 0.619
H 2.974 -2.494 -2.274
H 2.019 -2.854 -0.823
H 3.270 3.005 0.172
H 2.458 2.548 1.679
H 4.964 2.380 2.008
H 4.273 0.755 2.023
H 5.081 1.344 0.588
H -0.345 3.165 -1.764
H -1.651 4.111 -3.595
H -1.116 0.564 -5.855
H 0.172 -0.427 -4.029
*
```

E_HOMO in eV: -6.161
HOMO-LUMO gap in eV: 3.36
F_max in eV/Å: 2.765
LUMO energy in eV: -2.8

---

Entry 5:
C7H14OS3 in the gas phase in a non-equilibrium geometry. Source: the OMol25 dataset; level of theory: ωB97M-V with the def2-TZVPD basis set.

Structure (ORCA input):
```
! RIJCOSX wB97M-V def2-TZVPD def2/J DEFGRID3
* xyz 0 1
C 1.650 0.243 -3.446
C 1.173 -0.392 -2.157
C -0.332 -0.514 -2.069
C -0.706 1.890 -0.735
C -0.898 1.061 0.513
C 0.052 0.910 1.417
C 0.920 -2.633 1.740
H 1.382 -0.447 -4.326
H 2.730 0.368 -3.446
H 1.169 1.202 -3.580
H 1.534 0.229 -1.349
H 1.661 -1.379 -2.061
H -0.693 -0.976 -1.139
H -0.739 -1.104 -2.889
H -1.187 2.902 -0.670
H 0.384 2.106 -0.894
H -1.839 0.510 0.527
H 1.033 1.375 1.215
H 1.636 -3.538 1.829
H -0.097 -2.841 2.101
H 0.930 -2.305 0.664
O -2.666 0.562 -1.875
S -1.275 1.037 -2.178
S -0.096 -0.015 2.919
S 1.514 -1.271 2.849
*
```

Relative energy (zero: lowest compared OMol25 entry of this formula, charge and spin) in kcal/mol: 6.8
E_HOMO in eV: -8.826
HOMO-LUMO gap in eV: 9.37
F_max in eV/Å: 1.965
LUMO energy in eV: 0.5

---

Entry 6:
2 unconnected molecules or ions with the total composition C6H20Si3 in a non-equilibrium geometry. Source: the OMol25 dataset; level of theory: ωB97M-V with the def2-TZVPD basis set.

Structure (ORCA input):
```
! RIJCOSX wB97M-V def2-TZVPD def2/J DEFGRID3
* xyz 0 1
C -0.026 0.268 -1.221
Si -1.429 1.231 -0.431
Si -1.676 0.686 1.864
C 0.087 0.397 2.666
C -2.345 2.021 3.046
C -2.830 -0.916 2.015
H 0.176 0.612 -2.317
H 0.932 0.430 -0.692
H -0.281 -0.790 -1.276
H -2.605 0.898 -1.194
H -1.089 2.642 -0.609
H 0.652 -0.482 2.333
H 0.643 1.318 2.507
H -0.091 0.177 3.712
H -2.747 2.772 2.478
H -3.216 1.568 3.577
H -1.582 2.379 3.831
H -3.443 -1.168 1.153
H -2.162 -1.748 2.248
H -3.513 -0.885 2.951
C 1.897 -0.472 -4.260
Si 2.549 -1.722 -3.216
C 3.870 -1.414 -1.871
H 2.181 0.517 -3.988
H 1.425 -0.749 -5.182
H 2.274 -3.101 -3.120
H 4.290 -0.450 -1.798
H 3.562 -1.781 -0.913
H 4.499 -2.237 -2.291
*
```

Relative energy (zero: lowest compared OMol25 entry of this formula, charge and spin) in kcal/mol: 28.3
E_HOMO in eV: -8.169
HOMO-LUMO gap in eV: 8.89
F_max in eV/Å: 3.236
LUMO energy in eV: 0.7

---

Entry 7:
2 unconnected molecules or ions with the total composition C4H10N2OS in a non-equilibrium geometry. Source: the OMol25 dataset; level of theory: ωB97M-V with the def2-TZVPD basis set.

Structure (ORCA input):
```
! RIJCOSX wB97M-V def2-TZVPD def2/J DEFGRID3
* xyz 0 1
C 0.081 0.378 -1.225
N 1.406 -0.176 -1.181
C 2.633 0.499 -0.916
O 2.834 1.709 -0.980
C -0.909 -0.276 -0.225
C -0.454 0.021 1.247
S -1.315 -1.146 2.300
N -2.304 0.173 -0.428
H -0.353 0.320 -2.271
H 0.215 1.446 -0.882
H 1.283 -1.112 -0.686
H 3.469 -0.155 -0.460
H -0.743 -1.377 -0.221
H -0.957 0.960 1.383
H 0.564 0.224 1.472
H 0.095 -1.008 3.905
H -2.765 -0.213 0.421
H -2.779 -0.266 -1.253
*
```

Relative energy (zero: lowest compared OMol25 entry of this formula, charge and spin) in kcal/mol: 104.6
E_HOMO in eV: -9.394
HOMO-LUMO gap in eV: 7.61
F_max in eV/Å: 4.405
LUMO energy in eV: -1.8

---

Entry 8:
12 unconnected molecules or ions with the total composition C3H29N3O13 in a non-equilibrium geometry. Source: the OMol25 dataset; level of theory: ωB97M-V with the def2-TZVPD basis set.

Structure (ORCA input):
```
! RIJCOSX wB97M-V def2-TZVPD def2/J DEFGRID3
* xyz 0 1
N 0.745 2.418 3.636
C 1.377 2.306 2.297
C 2.574 1.295 2.061
O 3.239 0.994 3.004
N 2.975 0.627 0.827
C 2.031 0.202 -0.132
N 0.701 -0.094 0.321
O 2.288 0.144 -1.331
H -0.041 1.723 3.760
H 1.292 2.110 4.347
H 0.567 2.354 1.553
H 1.863 3.342 2.140
H 3.893 0.175 0.942
H 0.361 0.283 1.165
H -0.082 -0.246 -0.226
O -2.356 1.639 -2.395
H -1.691 2.007 -2.934
H -3.226 1.756 -2.828
O -2.311 -0.337 -0.613
H -2.651 -0.278 -1.515
H -3.148 -0.857 -0.399
O 0.363 -3.452 0.803
H 0.159 -4.406 0.705
H 1.321 -3.337 0.492
O -0.047 -1.985 2.895
H -0.209 -2.516 2.106
H 0.836 -1.880 2.984
O -0.364 2.523 -4.013
H 0.429 3.111 -3.954
H -0.198 1.513 -3.988
O 2.693 -2.423 -2.378
H 2.165 -1.721 -2.043
H 2.413 -2.938 -3.114
O -1.238 -0.307 -3.809
H -2.019 -0.686 -4.191
H -0.495 -0.660 -4.410
O -1.196 0.226 4.498
H -1.221 -0.756 4.312
H -1.696 0.375 3.693
O -2.438 -3.015 1.333
H -1.628 -2.353 1.071
H -2.702 -2.688 2.231
O 1.355 -0.108 -4.063
H 1.940 0.305 -4.681
H 1.637 -0.077 -3.134
O -2.628 1.715 1.307
H -2.601 2.642 1.145
H -3.030 1.333 0.522
*
```

Relative energy (zero: lowest compared OMol25 entry of this formula, charge and spin) in kcal/mol: 110.8
E_HOMO in eV: -9.458
HOMO-LUMO gap in eV: 9.54
F_max in eV/Å: 4.946
LUMO energy in eV: 0.1

---

Entry 9:
C6H5N in the gas phase. Source: the OMol25 dataset; level of theory: ωB97M-V with the def2-TZVPD basis set.

Structure (ORCA input):
```
! RIJCOSX wB97M-V def2-TZVPD def2/J DEFGRID3
* xyz 0 1
C 1.295 -0.906 -0.377
C 0.430 -1.882 -0.087
C 1.332 0.464 -0.107
C 0.161 1.211 0.108
C -2.312 0.536 0.540
C -1.636 -0.619 0.704
N -0.958 0.642 0.385
H 2.205 -1.291 -0.849
H 0.152 -2.712 -0.707
H 2.244 1.010 -0.282
H 0.179 2.294 0.018
H -3.092 1.253 0.655
*
```

Relative energy (zero: lowest compared OMol25 entry of this formula, charge and spin) in kcal/mol: 175.2
E_HOMO (spin up / spin down) in eV: -7.431 / -7.138
HOMO-LUMO gap (spin up / spin down) in eV: 6.70 / 7.61
F_max in eV/Å: 0.981
LUMO energy (spin up / spin down) in eV: -0.7 / 0.5

---

Entry 10:
C4H8O2 in the gas phase in a non-equilibrium geometry. Source: the OMol25 dataset; level of theory: ωB97M-V with the def2-TZVPD basis set.

Structure (ORCA input):
```
! RIJCOSX wB97M-V def2-TZVPD def2/J DEFGRID3
* xyz 0 1
C 1.674 -0.157 0.619
C 0.618 0.547 -0.190
C -0.506 -0.299 -0.726
O -0.553 -1.610 -0.218
C -1.631 0.561 -0.035
O -2.458 -0.017 0.690
H 2.432 0.545 0.973
H 1.215 -0.662 1.477
H 2.176 -0.910 0.005
H 1.000 1.256 -0.929
H -0.058 1.246 0.574
H -0.590 -0.280 -1.813
H -1.463 -1.719 0.137
H -1.856 1.499 -0.565
*
```

Relative energy (zero: lowest compared OMol25 entry of this formula, charge and spin) in kcal/mol: 53.4
E_HOMO in eV: -10.041
HOMO-LUMO gap in eV: 10.73
F_max in eV/Å: 5.252
LUMO energy in eV: 0.7

---

Entry 11:
A molecular structure, C38H65N8O2S4SbSi4TeTi in a non-equilibrium geometry. Source: the OMol25 dataset; level of theory: ωB97M-V with the def2-TZVPD basis set.

Structure (ORCA input):
```
! RIJCOSX wB97M-V def2-TZVPD def2/J DEFGRID3
* xyz -2 3
Ti 0.113 -0.458 -0.055
C -0.277 -4.647 -5.565
C -0.204 -3.499 -4.587
C 0.657 -2.435 -4.800
C 0.719 -1.344 -3.907
C 1.572 -0.229 -4.061
N 2.760 -0.277 -4.798
C 3.719 -1.332 -4.477
C 4.618 -1.012 -3.274
C 3.931 -1.080 -1.908
N 3.738 -2.482 -1.507
C 3.941 -2.932 -0.218
C 3.436 -2.446 1.011
C 3.927 -3.059 2.197
C 3.520 -2.698 3.462
C 4.123 -3.344 4.686
C 2.555 -1.695 3.589
C 2.013 -1.091 2.462
C 0.882 -0.101 2.584
N -0.243 -0.440 1.803
C -1.560 -0.559 2.393
C -2.171 -1.949 2.066
C -1.213 -2.787 1.207
N -0.823 -2.173 -0.063
C -1.624 -2.547 -1.186
C -0.910 -2.464 -2.507
C -0.978 -3.506 -3.427
C -0.103 -1.367 -2.760
O -0.058 -0.354 -1.888
C 2.446 -1.441 1.173
O 1.922 -0.801 0.123
H 0.088 -4.343 -6.549
H -1.302 -5.005 -5.678
H 0.333 -5.494 -5.233
H 1.251 -2.389 -5.708
H 1.303 0.707 -3.595
H 3.202 0.630 -4.840
H 4.347 -1.513 -5.353
H 3.152 -2.242 -4.276
H 5.032 -0.007 -3.412
H 5.468 -1.708 -3.279
H 2.974 -0.565 -1.934
H 4.558 -0.580 -1.161
H 4.162 -3.116 -2.166
H 4.556 -3.825 -0.152
H 4.658 -3.856 2.083
H 5.083 -2.881 4.937
H 4.302 -4.409 4.524
H 3.467 -3.232 5.550
H 2.210 -1.393 4.573
H 0.643 0.108 3.625
H -2.214 0.229 2.009
H -1.503 -0.414 3.478
H -3.117 -1.824 1.543
H -2.357 -2.504 2.993
H -1.677 -3.763 1.020
H -0.309 -2.966 1.793
H -2.036 -3.553 -1.072
H -1.644 -4.340 -3.228
S -4.561 1.680 -0.184
Sb -2.755 0.862 -1.330
S -0.863 1.730 -0.019
S -3.256 -1.567 -1.276
S -2.637 1.457 -3.524
C 6.149 3.232 5.095
Si 5.140 2.264 3.827
C 5.978 2.608 2.166
C 5.462 0.444 4.163
Si 2.872 2.781 3.610
Te 1.648 1.817 1.650
Si 1.935 2.598 5.734
C 1.980 0.868 6.474
C 2.802 3.690 7.005
C 0.131 3.135 5.708
Si 2.755 5.062 3.092
C 3.718 6.285 4.159
C 0.966 5.625 3.071
C 3.419 5.292 1.339
H 7.208 2.970 5.012
H 5.823 3.017 6.116
H 6.046 4.311 4.942
H 6.981 2.173 2.116
H 6.054 3.683 1.972
H 5.373 2.168 1.366
H 6.511 0.192 3.978
H 4.840 -0.179 3.511
H 5.219 0.172 5.196
H 2.993 0.454 6.467
H 1.342 0.182 5.909
H 1.622 0.887 7.508
H 3.833 3.367 7.177
H 2.267 3.654 7.959
H 2.839 4.731 6.672
H -0.333 2.888 4.747
H 0.045 4.218 5.839
H -0.448 2.648 6.498
H 3.381 6.268 5.200
H 3.582 7.300 3.776
H 4.789 6.060 4.158
H 0.572 5.763 4.083
H 0.351 4.867 2.576
H 0.847 6.564 2.523
H 4.509 5.187 1.311
H 3.152 6.268 0.924
H 2.988 4.522 0.689
C 6.815 2.243 -1.826
C 6.340 3.476 -2.592
C 5.993 3.124 -4.036
C 5.157 4.153 -1.894
N 3.940 3.362 -1.929
C 3.571 2.306 -1.204
N 2.383 1.918 -1.580
N 2.023 2.759 -2.580
N 2.947 3.629 -2.798
H 7.738 1.850 -2.259
H 6.069 1.445 -1.868
H 7.002 2.472 -0.774
H 7.148 4.215 -2.591
H 5.222 2.349 -4.064
H 6.871 2.747 -4.564
H 5.605 3.990 -4.575
H 4.917 5.093 -2.386
H 5.399 4.357 -0.849
H 4.154 1.866 -0.411
*
```

E_HOMO (spin up / spin down) in eV: -1.194 / -1.708
HOMO-LUMO gap (spin up / spin down) in eV: 4.64 / 5.15
F_max in eV/Å: 1.901
LUMO energy (spin up / spin down) in eV: 3.4 / 3.4